(1)
Computed, not measured: a molecular structure, C39H53AsNO7P2RuS2, with ωB97M-V/def2-TZVPD.

CARTESIAN COORDINATES (ANGSTROEM)
Ru  -0.071  0.290  1.272
O  0.669  -0.528  5.300
C  0.518  0.317  4.439
O  -0.411  0.406  3.597
C  1.551  1.534  4.446
C  0.873  2.757  3.826
C  1.756  4.008  4.015
C  2.818  3.791  2.925
C  2.411  2.400  2.412
O  0.990  2.481  2.433
C  2.746  1.369  3.509
C  2.907  -0.069  2.855
O  3.892  -0.701  3.184
O  2.034  -0.357  2.017
H  1.852  1.660  5.485
H  -0.164  2.879  4.127
H  2.171  4.054  5.020
H  1.182  4.918  3.840
H  3.837  3.810  3.300
H  2.720  4.529  2.127
H  2.764  2.138  1.413
H  3.690  1.566  4.020
C  -1.744  -2.638  4.056
C  -2.772  -1.724  3.399
As  -2.135  -1.183  1.600
C  -3.726  -0.259  0.825
C  -5.124  -0.689  1.251
C  -2.124  -2.918  0.633
C  -3.388  -3.771  0.618
H  -2.071  -2.946  5.048
H  -0.791  -2.118  4.167
H  -1.589  -3.531  3.448
H  -2.898  -0.811  3.987
H  -3.741  -2.231  3.324
H  -3.618  -0.358  -0.260
H  -3.588  0.804  1.053
H  -5.331  -1.715  0.956
H  -5.863  -0.043  0.776
H  -5.249  -0.614  2.329
H  -1.298  -3.493  1.070
H  -1.822  -2.683  -0.394
H  -3.795  -3.892  1.622
H  -3.143  -4.760  0.230
H  -4.147  -3.327  -0.025
S  0.421  -5.142  -0.298
P  1.578  -3.604  -0.702
S  0.929  -1.787  -0.066
C  3.325  -3.903  -0.273
C  3.920  -4.973  -0.931
C  5.264  -5.228  -0.741
C  6.006  -4.419  0.107
C  5.399  -3.375  0.783
C  4.051  -3.110  0.600
C  1.698  -3.304  -2.505
C  2.767  -2.572  -3.007
C  2.838  -2.302  -4.362
C  1.841  -2.756  -5.214
C  0.759  -3.455  -4.705
C  0.684  -3.727  -3.350
H  3.326  -5.599  -1.584
H  5.731  -6.054  -1.256
H  7.061  -4.616  0.240
H  5.970  -2.756  1.457
H  3.577  -2.297  1.131
H  3.539  -2.223  -2.334
H  3.674  -1.739  -4.755
H  1.916  -2.573  -6.277
H  -0.025  -3.796  -5.364
H  -0.144  -4.287  -2.940
C  -2.041  3.104  2.145
P  -1.289  2.578  0.540
C  -0.132  3.965  0.129
C  -2.631  3.134  -0.607
C  -3.138  4.427  -0.516
C  -4.119  4.860  -1.389
C  -4.611  4.004  -2.363
C  -4.107  2.719  -2.467
C  -3.121  2.290  -1.593
H  -1.579  4.015  2.519
H  -1.877  2.294  2.856
H  -3.111  3.252  2.020
H  -0.409  4.860  0.685
H  -0.197  4.160  -0.942
H  0.884  3.682  0.381
H  -2.771  5.098  0.247
H  -4.503  5.867  -1.307
H  -5.389  4.336  -3.032
H  -4.482  2.046  -3.225
H  -2.733  1.286  -1.663
O  0.843  1.166  -0.960
C  0.256  0.543  -1.810
O  -0.920  -0.036  -1.589
C  0.770  0.383  -3.232
N  -0.380  0.171  -4.108
C  -0.791  1.519  -4.499
C  0.496  2.357  -4.625
C  1.506  1.652  -3.707
H  1.418  -0.498  -3.221
H  -1.221  -0.437  -2.437
H  -0.091  -0.344  -4.934
H  -1.431  1.924  -3.710
H  -1.361  1.489  -5.427
H  0.330  3.395  -4.343
H  0.844  2.346  -5.657
H  1.788  2.256  -2.847
H  2.411  1.379  -4.244

Calculated values
frontier orbital gap (spin up / spin down)	0.2886 / 0.1932	hartree
⟨S²⟩	8.7663
total charge	0
E_HOMO (spin up / spin down)	-7.7 / -7.6	eV
spin multiplicity	6

These are the Mulliken partial charges, in e, on atoms 1 to 99: number 1, Ru, carries 3.4671; number 2, O, carries -0.7280; number 3, C, carries -0.6385; number 4, O, carries -0.4189; number 5, C, carries 0.1344; number 6, C, carries -0.4776; number 7, C, carries -1.0793; number 8, C, carries -0.9165; number 9, C, carries -0.8501; number 10, O, carries 0.4026; number 11, C, carries 0.3363; number 12, C, carries -0.2037; number 13, O, carries -0.7428; number 14, O, carries -0.9215; number 15, H, carries 0.4512; number 16, H, carries 0.8024; number 17, H, carries 0.4486; number 18, H, carries 0.2933; number 19, H, carries 0.4404; number 20, H, carries 0.3237; number 21, H, carries 0.4852; number 22, H, carries 0.5749; number 23, C, carries -1.0760; number 24, C, carries -0.8096; number 25, As, carries 0.0723; number 26, C, carries 0.1796; number 27, C, carries -1.4826; number 28, C, carries -0.1208; number 29, C, carries -1.4855; number 30, H, carries 0.3946; number 31, H, carries 0.0835; number 32, H, carries 0.3082; number 33, H, carries 0.4793; number 34, H, carries 0.6229; number 35, H, carries 0.1276; number 36, H, carries -0.1242; number 37, H, carries 0.2345; number 38, H, carries 0.4567; number 39, H, carries 0.3185; number 40, H, carries 0.1593; number 41, H, carries 0.3183; number 42, H, carries 0.3135; number 43, H, carries 0.3817; number 44, H, carries 0.2994; number 45, S, carries -0.4610; number 46, P, carries 0.9473; number 47, S, carries -0.1913; number 48, C, carries -0.0147; number 49, C, carries -0.5494; number 50, C, carries -0.6390; number 51, C, carries -0.4167; number 52, C, carries -0.5806; number 53, C, carries -0.0362; number 54, C, carries 0.0692; number 55, C, carries -0.4837; number 56, C, carries -0.4329; number 57, C, carries -0.6107; number 58, C, carries -0.6445; number 59, C, carries -0.5255; number 60, H, carries 0.3876; number 61, H, carries 0.3972; number 62, H, carries 0.3804; number 63, H, carries 0.5027; number 64, H, carries 0.0738; number 65, H, carries 0.4103; number 66, H, carries 0.4442; number 67, H, carries 0.4283; number 68, H, carries 0.4232; number 69, H, carries 0.4470; number 70, C, carries -1.5030; number 71, P, carries 1.7760; number 72, C, carries -1.6005; number 73, C, carries 0.1670; number 74, C, carries -0.6569; number 75, C, carries -0.8069; number 76, C, carries -0.6508; number 77, C, carries -1.0823; number 78, C, carries -0.4766; number 79, H, carries 0.4808; number 80, H, carries 0.0531; number 81, H, carries 0.6285; number 82, H, carries 0.5476; number 83, H, carries 0.4550; number 84, H, carries 0.1324; number 85, H, carries 0.3561; number 86, H, carries 0.4448; number 87, H, carries 0.4034; number 88, H, carries 0.4840; number 89, H, carries 0.8221; number 90, O, carries -0.6867; number 91, C, carries -1.0936; number 92, O, carries 0.3603; number 93, C, carries 2.8516; number 94, N, carries -0.7223; number 95, C, carries -0.1121; number 96, C, carries -0.7132; number 97, C, carries -0.7028; number 98, H, carries -1.6249; number 99, H, carries 0.3519

---

(2)
Computed, not measured: a molecular structure, C32H44N6O2P2STa, with ωB97M-V/def2-TZVPD.

CARTESIAN COORDINATES (ANGSTROEM)
Ta  0.470  -0.101  -0.719
C  1.010  2.761  -4.550
O  -0.158  1.888  -4.405
C  -0.325  1.247  -3.309
O  0.446  1.306  -2.311
N  -1.412  0.475  -3.236
N  -1.618  -0.147  -1.999
H  0.970  3.097  -5.578
H  1.913  2.188  -4.359
H  0.915  3.597  -3.862
H  -2.118  0.463  -3.960
H  -1.876  -1.111  -2.190
H  -2.384  0.314  -1.497
C  -1.410  -3.620  -0.562
P  -1.353  -2.006  0.298
C  -3.151  -1.708  0.336
C  -0.847  -2.391  1.983
C  -1.763  -2.808  2.943
C  -1.332  -3.107  4.227
C  0.011  -2.986  4.552
C  0.933  -2.592  3.591
C  0.514  -2.301  2.295
P  1.696  -1.908  0.969
C  2.219  -3.495  0.257
C  3.218  -1.441  1.837
H  -1.993  -4.278  0.085
H  -0.442  -4.068  -0.750
H  -1.932  -3.531  -1.517
H  -3.626  -2.663  0.569
H  -3.537  -1.402  -0.635
H  -3.437  -0.967  1.073
H  -2.817  -2.892  2.707
H  -2.045  -3.429  4.974
H  0.349  -3.207  5.556
H  1.973  -2.522  3.873
H  2.645  -4.100  1.058
H  2.989  -3.314  -0.495
H  1.408  -4.045  -0.206
H  3.501  -2.269  2.487
H  3.102  -0.536  2.429
H  4.026  -1.315  1.118
C  -1.026  1.976  4.101
C  -1.270  0.751  3.212
C  -2.391  0.990  2.225
C  -3.704  0.964  2.689
C  -4.769  1.269  1.856
C  -4.529  1.697  0.560
C  -3.230  1.786  0.067
C  -2.994  2.566  -1.210
C  -3.162  4.071  -0.955
C  -2.185  1.329  0.879
N  -0.811  1.336  0.396
C  -0.143  2.388  0.825
C  1.241  2.359  0.777
C  2.218  3.210  1.275
C  3.439  2.540  1.117
C  3.149  1.323  0.539
N  1.805  1.170  0.319
H  -0.243  1.772  4.830
H  -1.931  2.244  4.646
H  -0.727  2.853  3.523
H  -1.539  -0.090  3.852
H  -0.346  0.469  2.705
H  -3.889  0.704  3.725
H  -5.783  1.225  2.233
H  -5.355  2.028  -0.059
H  -3.708  2.260  -1.979
H  -1.986  2.407  -1.595
H  -4.154  4.285  -0.559
H  -3.032  4.638  -1.875
H  -2.430  4.426  -0.227
H  -0.677  3.225  1.264
H  2.057  4.185  1.709
H  4.416  2.893  1.403
H  3.850  0.554  0.271
C  4.939  -1.862  -4.922
C  4.047  -1.277  -3.890
C  4.332  -0.063  -3.242
C  3.481  0.368  -2.257
N  2.395  -0.357  -1.916
C  2.146  -1.437  -2.676
S  0.574  -2.058  -2.281
N  2.911  -1.936  -3.609
H  5.904  -1.363  -4.962
H  4.455  -1.780  -5.898
H  5.073  -2.927  -4.731
H  5.207  0.513  -3.502
H  3.645  1.300  -1.735

Calculated values
frontier orbital gap	0.2380	hartree
total charge	+3
E_HOMO	-16.5	eV

Charges in e, computed with Mulliken, in the same order as the atoms: number 1, Ta, carries 1.8184; number 2, C, carries -0.5846; number 3, O, carries -0.4976; number 4, C, carries 0.8666; number 5, O, carries -0.5750; number 6, N, carries -0.5031; number 7, N, carries -0.2353; number 8, H, carries 0.3161; number 9, H, carries 0.2124; number 10, H, carries 0.3101; number 11, H, carries 0.3206; number 12, H, carries 0.5598; number 13, H, carries -0.0208; number 14, C, carries -1.2497; number 15, P, carries 0.9327; number 16, C, carries -1.7261; number 17, C, carries 0.2777; number 18, C, carries -0.8813; number 19, C, carries -0.8725; number 20, C, carries -0.9099; number 21, C, carries -0.9723; number 22, C, carries 0.1799; number 23, P, carries 2.0162; number 24, C, carries -1.3218; number 25, C, carries -1.9959; number 26, H, carries 0.5258; number 27, H, carries 0.2006; number 28, H, carries 0.4211; number 29, H, carries 0.7760; number 30, H, carries 0.4835; number 31, H, carries 0.2259; number 32, H, carries 0.4419; number 33, H, carries 0.4711; number 34, H, carries 0.4838; number 35, H, carries 0.3816; number 36, H, carries 0.4972; number 37, H, carries 0.4781; number 38, H, carries 0.1794; number 39, H, carries 0.6593; number 40, H, carries 0.4504; number 41, H, carries 0.4871; number 42, C, carries -1.4623; number 43, C, carries -0.2922; number 44, C, carries 0.5218; number 45, C, carries -0.7739; number 46, C, carries -1.4175; number 47, C, carries -0.9246; number 48, C, carries 0.3475; number 49, C, carries -0.4360; number 50, C, carries -1.4060; number 51, C, carries 0.3745; number 52, N, carries 1.2833; number 53, C, carries 0.9157; number 54, C, carries -1.5446; number 55, C, carries -1.0528; number 56, C, carries -1.6212; number 57, C, carries -1.1210; number 58, N, carries 1.2843; number 59, H, carries 0.4688; number 60, H, carries 0.3977; number 61, H, carries 0.2773; number 62, H, carries 0.4528; number 63, H, carries -0.2750; number 64, H, carries 0.5714; number 65, H, carries 0.4750; number 66, H, carries 0.6213; number 67, H, carries 0.6367; number 68, H, carries -0.3282; number 69, H, carries 0.4041; number 70, H, carries 0.4636; number 71, H, carries 0.3008; number 72, H, carries 0.9043; number 73, H, carries 0.6440; number 74, H, carries 0.5427; number 75, H, carries 1.2345; number 76, C, carries -1.2774; number 77, C, carries 0.7420; number 78, C, carries -1.1316; number 79, C, carries -0.5483; number 80, N, carries 0.2228; number 81, C, carries 0.6136; number 82, S, carries -0.4247; number 83, N, carries -0.6153; number 84, H, carries 0.3921; number 85, H, carries 0.3250; number 86, H, carries 0.3820; number 87, H, carries 0.4375; number 88, H, carries 0.7877

---

(3)
Computed, not measured: 2 unconnected molecules or ions with the total composition C4HN3O, with ωB97M-V/def2-TZVPD.

CARTESIAN COORDINATES (ANGSTROEM)
C  -1.350  -1.427  0.114
C  -1.309  0.893  0.087
C  2.370  -0.071  0.039
C  -1.573  -0.267  0.945
N  -1.190  -2.376  -0.548
N  -1.260  1.822  -0.563
N  2.795  0.583  -0.822
O  -1.912  -0.337  2.088
H  3.429  1.180  -1.341

Calculated values
frontier orbital gap	0.3712	hartree
total charge	0
E_HOMO	-12.0	eV

Charges in e, computed with natural (NBO), in the same order as the atoms: number 1, C, carries 0.1548; number 2, C, carries 0.1607; number 3, C, carries 0.2828; number 4, C, carries 0.4136; number 5, N, carries -0.1769; number 6, N, carries -0.1853; number 7, N, carries -0.7328; number 8, O, carries -0.3697; number 9, H, carries 0.4528

---

Taking the records one at a time from the top gives energy above the lowest of the compared OMol25 structures with the same formula, charge and spin values of 3.0310, 0.0000, 1.7350 eV.
Taking the records one at a time from the top gives strongest force on any atom values of 3.85, 0.71, 3.72 eV/Å.
Taking the records one at a time from the top gives total energy values of -160793.870, -77878.247, -10678.221 eV.